This record from the OMol25 dataset describes the molecule C5H7NO. The level of theory is the ωB97M-V functional and the def2-TZVPD basis.

Values from the calculation:
Orbital gap ... 9.79 eV
Molar mass ... 97.12 g mol⁻¹
ΔE to the lowest compared entry with this formula, charge and spin ... 500.8 kJ/mol

The geometry in XYZ format:
```
14
Properties=species:S:1:pos:R:3:mulliken_charge:R:1
C 1.4320 0.7666 0.9628 -0.41
N 0.4951 0.0523 1.7440 -0.38
C 0.2059 0.0611 0.4077 0.31
C -1.0088 0.5303 -0.4261 -0.23
C -0.4738 -0.2560 -1.6487 -0.58
C -0.3241 -1.1380 -0.4093 -0.27
O -1.6788 -0.7101 0.0068 -0.51
H 1.4037 1.8649 1.0224 0.21
H 2.4388 0.3703 0.8237 0.21
H 0.1780 -0.2062 2.6517 0.18
H -1.5748 1.4668 -0.4221 0.46
H 0.4292 0.0704 -2.1738 0.25
H -1.2691 -0.5849 -2.3227 0.28
H -0.1178 -2.2033 -0.2854 0.48
```

---

This record from the OMol25 dataset describes the molecule C5H7NO. The level of theory is the ωB97M-V functional and the def2-TZVPD basis.

Values from the calculation:
Orbital gap ... 8.66 eV
Molar mass ... 97.12 g mol⁻¹
ΔE to the lowest compared entry with this formula, charge and spin ... 395.2 kJ/mol

The geometry in XYZ format:
```
14
Properties=species:S:1:pos:R:3:mulliken_charge:R:1
C 0.4822 0.4746 -2.0464 -1.18
C 0.1687 0.1992 -0.6056 1.03
C -0.6624 -0.7785 -0.1444 -0.76
C -0.7284 -0.7879 1.2876 0.46
N -1.2636 -1.5622 2.1266 -0.72
O 0.0567 0.3719 1.7218 -0.26
C 0.7910 0.9518 0.4313 -0.83
H 0.5916 1.5487 -2.2300 0.32
H 1.4255 -0.0050 -2.3285 0.28
H -0.3073 0.0873 -2.6957 0.32
H -1.2080 -1.4970 -0.7405 0.40
H -1.1419 -1.2383 3.0834 0.27
H 0.6873 2.0331 0.4787 0.20
H 1.1086 0.2021 1.6620 0.48
```

---

This record from the OMol25 dataset describes a structure of composition C5H7NO in a non-equilibrium geometry. The level of theory is the ωB97M-V functional and the def2-TZVPD basis.

Values from the calculation:
Orbital gap ... 9.65 eV
Molar mass ... 97.12 g mol⁻¹
ΔE to the lowest compared entry with this formula, charge and spin ... 526.3 kJ/mol

The geometry in XYZ format:
```
14
Properties=species:S:1:pos:R:3:mulliken_charge:R:1
C -0.7555 0.1052 -0.6957 0.05
C 0.1615 1.0655 0.1072 -0.34
C 0.0892 -0.8965 0.0170 -0.42
C 1.5525 -0.6765 -0.2841 -0.21
C 1.4197 0.5935 -0.3664 -0.69
H -2.4172 -0.8028 -0.3569 0.29
H -0.8370 0.0242 -1.8167 0.31
H -0.2540 2.0073 0.1731 0.60
H -0.4889 -0.0419 1.9596 0.25
H -0.4091 -1.8404 -0.0374 0.59
H 2.2281 -1.6519 -0.3678 0.32
H 2.2115 1.2780 -0.7479 0.31
N 0.2562 -0.0250 1.3031 -0.55
O -2.0789 0.0069 -0.0745 -0.52
```

---

This record from the OMol25 dataset describes the molecule C5H7NO in a non-equilibrium geometry. The level of theory is the ωB97M-V functional and the def2-TZVPD basis.

Values from the calculation:
Orbital gap ... 9.07 eV
Molar mass ... 97.12 g mol⁻¹
ΔE to the lowest compared entry with this formula, charge and spin ... 246.1 kJ/mol

The geometry in XYZ format:
```
14
Properties=species:S:1:pos:R:3:mulliken_charge:R:1
C -1.6177 -1.0843 0.1084 -1.21
C -0.2662 -0.4860 0.1557 0.07
C 0.2198 0.7364 -0.1669 0.83
N -0.5474 1.8587 -0.5323 -0.60
C 1.6752 0.6570 -0.0462 -0.42
C 1.8713 -0.6124 0.4224 -0.28
O 0.7614 -1.3330 0.5365 -0.37
H -2.2682 -0.4461 -0.4963 0.32
H -1.5712 -2.0731 -0.3623 0.31
H -2.0512 -1.2007 1.1056 0.28
H 0.0117 2.7017 -0.5295 0.26
H -1.3492 2.0043 0.0731 0.25
H 2.3114 0.3610 -0.9046 0.11
H 2.8204 -1.0836 0.6363 0.44
```

---

This record from the OMol25 dataset describes the molecule C5H7NO. The level of theory is the ωB97M-V functional and the def2-TZVPD basis.

Values from the calculation:
Orbital gap (alpha / beta) ... 7.57 / 7.57 eV
Molar mass ... 97.12 g mol⁻¹
ΔE to the lowest compared entry with this formula, charge and spin ... 383.0 kJ/mol

The geometry in XYZ format:
```
14
Properties=species:S:1:pos:R:3:mulliken_charge:R:1
N -1.2836 0.8743 -2.0168 -0.70
C -1.1618 0.4295 -0.7900 0.45
O -1.8688 -0.1871 0.0310 -0.66
C -0.1043 -0.4594 1.7760 -0.65
C 0.9074 0.0115 0.9945 -0.03
C 1.1467 -0.5854 -0.3915 -0.49
C 0.3183 0.5819 -0.6246 0.04
H -2.1164 0.4650 -2.4446 0.24
H -0.6436 -1.3685 1.5471 0.26
H -0.3260 0.0132 2.7294 0.27
H 1.5480 0.8086 1.3565 0.37
H 0.6210 -1.5289 -0.5281 0.25
H 2.1711 -0.5808 -0.7560 0.29
H 0.7919 1.5260 -0.8831 0.37
```

---

This record from the OMol25 dataset describes the molecule C5H7NO in a non-equilibrium geometry. The level of theory is the ωB97M-V functional and the def2-TZVPD basis.

Values from the calculation:
Orbital gap ... 11.96 eV
Molar mass ... 97.12 g mol⁻¹
ΔE to the lowest compared entry with this formula, charge and spin ... 165.9 kJ/mol

The geometry in XYZ format:
```
14
Properties=species:S:1:pos:R:3:mulliken_charge:R:1
C -1.3630 -0.2591 1.0852 -1.28
C -0.7695 -0.5840 -0.2809 -0.31
C 0.6480 -0.0650 -0.4676 1.17
C 1.1770 1.1328 0.2025 -0.75
O 1.5460 -0.1725 0.6236 -0.45
C 1.2522 -0.4021 -1.7598 -0.16
N 1.7101 -0.6545 -2.7928 -0.44
H -0.6754 -0.5502 1.8844 0.32
H -2.2992 -0.8056 1.2254 0.39
H -1.5852 0.8078 1.1889 0.31
H -0.7486 -1.6711 -0.4283 0.34
H -1.3902 -0.1669 -1.0847 0.29
H 1.9634 1.7082 -0.2856 0.32
H 0.5345 1.6822 0.8897 0.24
```

---

This record from the OMol25 dataset describes the molecule C5H7NO in a non-equilibrium geometry. The level of theory is the ωB97M-V functional and the def2-TZVPD basis.

Values from the calculation:
Orbital gap (alpha / beta) ... 7.30 / 7.66 eV
Molar mass ... 97.12 g mol⁻¹
ΔE to the lowest compared entry with this formula, charge and spin ... 379.1 kJ/mol

The geometry in XYZ format:
```
14
Properties=species:S:1:pos:R:3:mulliken_charge:R:1
C -1.8208 0.7072 -0.4406 -1.33
C -0.5138 0.0285 -0.1241 1.02
C 0.3968 0.7035 0.6661 -0.65
N 1.7865 0.4564 0.6394 0.02
C 1.9769 -0.8280 0.5606 0.08
O 2.8019 -1.6553 0.7776 -0.40
C -0.2394 -1.2302 -0.6241 -0.98
H -2.3926 0.2034 -1.2191 0.36
H -1.6986 1.7416 -0.7463 0.34
H -2.4489 0.7083 0.4483 0.30
H 0.1279 1.5861 1.2176 0.41
H 2.4994 1.1706 0.4617 0.26
H 0.2094 -2.0212 -0.0674 0.28
H -0.6846 -1.5708 -1.5498 0.29
```

---

This record from the OMol25 dataset describes the molecule C5H7NO in a non-equilibrium geometry. The level of theory is the ωB97M-V functional and the def2-TZVPD basis.

Values from the calculation:
Orbital gap ... 8.98 eV
Molar mass ... 97.12 g mol⁻¹
ΔE to the lowest compared entry with this formula, charge and spin ... 112.0 kJ/mol

The geometry in XYZ format:
```
14
Properties=species:S:1:pos:R:3:mulliken_charge:R:1
C 0.2248 -0.8771 1.5809 -1.29
C 0.4055 -0.0218 0.3918 0.51
C 1.6287 0.3886 -0.0141 -0.63
O 1.5424 1.0188 -1.2056 -0.35
C 0.2282 1.0017 -1.5581 -0.59
C -0.5281 0.3816 -0.6178 0.70
N -1.9139 0.2034 -0.5690 -0.56
H 0.9339 -0.9453 2.4134 0.38
H 0.1721 -1.9253 1.1175 0.25
H -0.7273 -0.7600 2.1360 0.30
H 2.5794 0.4800 0.4907 0.39
H -0.0241 1.4464 -2.5049 0.39
H -2.1555 -0.7038 -0.1927 0.25
H -2.3662 0.3130 -1.4681 0.25
```

---

This record from the OMol25 dataset describes a cluster of 2 separate species, C5H7NO in total. The level of theory is the ωB97M-V functional and the def2-TZVPD basis.

Values from the calculation:
Orbital gap ... 9.09 eV
Molar mass ... 97.12 g mol⁻¹
ΔE to the lowest compared entry with this formula, charge and spin ... 195.0 kJ/mol

The geometry in XYZ format:
```
14
Properties=species:S:1:pos:R:3:mulliken_charge:R:1
C 0.1024 -1.5564 -0.0848 -1.02
C -0.3403 -0.1978 0.3296 0.76
C -1.4627 0.2479 0.8953 -0.55
C -1.2741 1.7156 1.1127 -0.13
N -0.1485 2.1841 0.7204 -0.55
C 0.5478 1.0329 0.1925 0.28
O 1.6564 1.0629 -0.2681 -0.43
H -0.6737 -2.3022 0.1061 0.34
H 1.0061 -1.8387 0.4664 0.27
H 0.3637 -1.5771 -1.1483 0.22
H 2.2993 -0.6713 -2.7968 0.17
H -2.3497 -0.3127 1.1671 0.41
H -2.0196 2.3586 1.5769 0.41
H 2.2931 -0.1458 -2.2691 -0.17
```

---

This record from the OMol25 dataset describes a cluster of 2 separate species, C5H7NO in total. The level of theory is the ωB97M-V functional and the def2-TZVPD basis.

Values from the calculation:
Orbital gap ... 9.28 eV
Molar mass ... 97.12 g mol⁻¹
ΔE to the lowest compared entry with this formula, charge and spin ... 78.1 kJ/mol

The geometry in XYZ format:
```
14
Properties=species:S:1:pos:R:3:mulliken_charge:R:1
O -2.6763 0.2203 -0.1246 -0.66
C -1.4601 0.2956 -0.0353 0.30
C -0.5531 0.9103 -0.9935 -0.43
C 0.7862 0.9579 -0.7781 -0.10
C 1.3727 0.3817 0.3918 -0.39
C 0.5465 -0.2174 1.2855 -0.36
N -0.8007 -0.2457 1.0766 0.01
H -1.0111 1.3234 -1.8855 0.35
H -0.0792 -1.9669 -1.1709 0.02
H 1.4321 1.4293 -1.5153 0.37
H 2.4424 0.4071 0.5612 0.37
H 0.8968 -0.7026 2.1906 0.34
H 0.5173 -2.0973 -0.7458 0.00
H -1.4136 -0.6956 1.7436 0.20
```

---

> Among the records above, which one has the highest ΔE to the lowest compared entry with this formula, charge and spin?

number 3

---

> molar mass of number 6 (C5H7NO)?

97.12 g mol⁻¹

---

> What is the formula in the second record?

C5H7NO

---

> Among the records above, which one has the highest ΔE to the lowest compared entry with this formula, charge and spin?

number 3